17
Properties=species:S:1:pos:R:3 method="wB97M-V/def2-TZVPD" fmax_ev_per_a=3.34 homo_lumo_gap_ha=0.2625 total_charge=-1 e_tot_ha=-781.0297 e_lumo_ev=3.469
S 0.025 0.517 -1.706
H 0.898 -0.113 -2.594
H 0.820 1.255 2.037
H 2.102 0.962 1.005
O 1.714 0.820 1.960
H -2.474 -2.606 -0.866
H -1.036 -1.873 -0.450
O -1.565 -2.692 -0.524
H 0.111 -4.341 -1.405
H -0.933 -5.232 -0.962
O -0.295 -5.191 -1.662
H 1.651 3.768 -0.338
H 0.671 2.617 -0.757
O 0.936 3.172 -0.044
H -1.306 2.335 2.226
H -0.455 3.404 1.629
O -0.864 3.198 2.452